1.
Below is a cluster of 2 separate species, C2H10NO in total at a distorted geometry, with properties calculated with ωB97M-V/def2-TZVPD.

Geometry as ORCA input:
```
! RIJCOSX wB97M-V def2-TZVPD def2/J DEFGRID3
* xyz 1 1
N 0.57382 1.99389 -0.88824
H 0.60999 2.11453 -1.97441
H -0.04736 1.21596 -0.59432
H 0.34430 2.83109 -0.25502
H 1.60327 1.63858 -0.61418
C -0.27079 -1.26401 0.07681
O -0.81355 -0.04203 -0.48428
C 0.37041 -1.09633 1.44539
H 0.43332 -1.64066 -0.62232
H -1.00474 -2.10155 0.19834
H -1.71306 -0.30795 -0.68678
H -0.31043 -0.98621 2.30061
H 1.02091 -0.25172 1.52591
H 0.95774 -1.97098 1.68087
*
```

The calculation puts the HOMO energy at -15.441 eV. The relative energy (zero: lowest compared OMol25 entry of this formula, charge and spin) comes out at 106.4 kJ/mol.

Mulliken charges, unit e, in atom order: -0.56 0.40 0.31 0.41 0.42 -0.19 -0.58 -1.08 0.26 0.34 0.33 0.30 0.30 0.34

---

2.
Below is a cluster of 2 separate species, C2H10NO in total at a distorted geometry, with properties calculated with ωB97M-V/def2-TZVPD.

Geometry as ORCA input:
```
! RIJCOSX wB97M-V def2-TZVPD def2/J DEFGRID3
* xyz 1 1
C -1.47176 -1.50989 0.87187
N -0.11713 -1.31831 0.29679
H 0.60080 -1.75475 0.87807
H -0.01756 -1.73989 -0.61358
H 0.14005 -0.32727 0.17298
H -2.20530 -1.15601 0.14985
H -1.62341 -0.93274 1.77324
H -1.63808 -2.56261 1.05656
C 0.80293 2.18928 -0.72097
O 1.17099 0.79852 -0.98369
H 2.13170 0.76840 -0.93814
H 1.48196 2.60697 0.01439
H 0.94060 2.72254 -1.65685
H -0.19580 2.21576 -0.30052
*
```

The calculation puts the HOMO energy at -15.002 eV. The relative energy (zero: lowest compared OMol25 entry of this formula, charge and spin) comes out at 76.7 kJ/mol.

Mulliken charges, unit e, in atom order: -0.77 -0.24 0.39 0.37 0.25 0.33 0.33 0.36 -0.53 -0.59 0.32 0.29 0.24 0.26

---

3.
Below is a cluster of 2 separate species, C2H10NO in total, with properties calculated with ωB97M-V/def2-TZVPD.

Geometry as ORCA input:
```
! RIJCOSX wB97M-V def2-TZVPD def2/J DEFGRID3
* xyz 1 1
C -1.41801 -1.44465 0.42606
N 0.07072 -1.32168 0.46850
H 0.40343 -1.23215 1.42903
H 0.54465 -2.11892 0.04164
H 0.39384 -0.46689 -0.04731
H -1.75162 -2.08488 1.23061
H -1.70026 -1.86301 -0.53203
H -1.86430 -0.46569 0.59904
C 0.93237 2.10852 -0.34467
O 1.01189 0.80609 -0.96013
H 0.58163 0.80773 -1.82224
H 1.49842 2.03698 0.57690
H -0.10396 2.35682 -0.11256
H 1.40121 2.88173 -0.95285
*
```

The calculation puts the HOMO energy at -15.384 eV. The relative energy (zero: lowest compared OMol25 entry of this formula, charge and spin) comes out at 62.3 kJ/mol.

Mulliken charges, unit e, in atom order: -0.75 -0.18 0.40 0.39 0.22 0.35 0.32 0.30 -0.57 -0.62 0.32 0.26 0.27 0.29

---

4.
Below is a cluster of 2 separate species, C2H10NO in total at a distorted geometry, with properties calculated with ωB97M-V/def2-TZVPD.

Geometry as ORCA input:
```
! RIJCOSX wB97M-V def2-TZVPD def2/J DEFGRID3
* xyz 1 1
N -0.87234 1.07546 2.27007
H -0.86858 0.25001 2.86455
H -0.60578 0.74223 1.19738
H -0.12940 1.66178 2.65038
H -1.73521 1.60562 2.19478
C 0.21590 0.03628 -1.28717
O -0.31846 -0.12206 0.12717
C 0.98022 -1.16758 -1.73550
H 0.65809 1.02270 -1.19842
H -0.72430 0.14159 -1.83033
H -0.32986 -1.06053 0.35873
H 1.28686 -0.98313 -2.78698
H 0.46188 -2.09465 -1.51014
H 1.98098 -1.10772 -1.31452
*
```

The calculation puts the HOMO energy at -15.325 eV. The relative energy (zero: lowest compared OMol25 entry of this formula, charge and spin) comes out at 80.7 kJ/mol.

Mulliken charges, unit e, in atom order: -0.57 0.35 0.42 0.37 0.37 -0.12 -0.57 -1.14 0.29 0.25 0.30 0.33 0.40 0.33

---

5.
Below is a cluster of 2 separate species, C2H10NO in total at a distorted geometry, with properties calculated with ωB97M-V/def2-TZVPD.

Geometry as ORCA input:
```
! RIJCOSX wB97M-V def2-TZVPD def2/J DEFGRID3
* xyz 1 1
O -0.83845 -0.75165 -1.98564
H -1.77449 -0.94494 -2.02703
H -0.01524 0.32016 -1.02048
H -0.26480 -1.29193 -2.53916
C -0.66695 0.09699 1.45219
C 0.81163 -0.02255 0.91977
N 0.81848 0.64244 -0.42292
H -0.74062 -0.54618 2.35090
H -1.33479 -0.15700 0.61713
H -0.84588 1.14703 1.63432
H 1.12588 -1.05500 0.76392
H 1.43417 0.55092 1.61305
H 1.62409 0.36337 -0.98940
H 0.66699 1.64833 -0.36665
*
```

The calculation puts the HOMO energy at -16.873 eV. The relative energy (zero: lowest compared OMol25 entry of this formula, charge and spin) comes out at 32.5 kJ/mol.

Mulliken charges, unit e, in atom order: -0.65 0.31 0.29 0.31 -1.01 -0.34 -0.28 0.33 0.29 0.35 0.33 0.33 0.36 0.38

---

6.
Below is a cluster of 2 separate species, C2H10NO2 in total at a distorted geometry, with properties calculated with ωB97M-V/def2-TZVPD.

Geometry as ORCA input:
```
! RIJCOSX wB97M-V def2-TZVPD def2/J DEFGRID3
* xyz 1 1
C 0.17928 -0.04265 0.18835
O -1.11055 0.30073 0.65510
C 0.90451 1.26032 -0.10029
N 2.34461 0.98306 -0.43676
H 0.07909 -0.63807 -0.72454
H 0.67295 -0.64325 0.94393
H -1.75972 -0.00524 0.00782
H 0.40178 1.69754 -0.95189
H 0.83589 1.91376 0.77176
H 2.54106 -0.02151 -0.53548
H 3.04645 1.42896 0.15283
H 2.51800 1.35060 -1.37356
H -3.72844 -3.13382 -0.01417
H -3.72638 -2.03400 1.06654
O -3.19852 -2.41644 0.35035
*
```

The calculation puts the HOMO energy at -14.186 eV. The relative energy (zero: lowest compared OMol25 entry of this formula, charge and spin) comes out at 87.4 kJ/mol.

Mulliken charges, unit e, in atom order: -0.72 -0.50 -0.28 -0.30 0.42 0.38 0.31 0.25 0.32 0.36 0.35 0.37 0.32 0.33 -0.63

---

7.
Below is a cluster of 3 separate species, C2H10NO2S in total at a distorted geometry, with properties calculated with ωB97M-V/def2-TZVPD.

Geometry as ORCA input:
```
! RIJCOSX wB97M-V def2-TZVPD def2/J DEFGRID3
* xyz -1 1
C 1.63412 -0.48024 -1.53262
C 0.58516 -1.26745 -0.77688
S -1.11543 -0.68178 -1.09459
N 1.86569 0.83735 -0.99274
H 1.35373 -0.44244 -2.59540
H 2.62000 -0.97165 -1.58362
H 0.85540 -1.23688 0.28799
H 0.61870 -2.32263 -1.02235
H 2.72050 1.02358 -0.50395
H 1.05219 1.32859 -0.64460
H -2.07687 1.57767 1.91263
H -0.61229 1.67638 2.17858
O -1.45520 1.94759 2.56720
H -2.39294 -0.81394 1.77877
H -2.56542 0.06617 0.62065
O -3.08735 -0.24033 1.40093
*
```

The calculation puts the HOMO energy at -3.046 eV. The relative energy (zero: lowest compared OMol25 entry of this formula, charge and spin) comes out at 28.2 kJ/mol.

Mulliken charges, unit e, in atom order: -0.40 -0.73 -0.62 -0.47 0.18 0.34 0.23 0.26 0.17 0.20 0.36 0.31 -0.67 0.34 0.19 -0.68

---

8.
Below is a cluster of 3 separate species, C2H10NO3 in total at a distorted geometry, with properties calculated with ωB97M-V/def2-TZVPD.

Geometry as ORCA input:
```
! RIJCOSX wB97M-V def2-TZVPD def2/J DEFGRID3
* xyz -1 1
C -0.33002 0.85720 0.34852
O -0.21251 -0.25962 -0.53206
C 0.86034 2.15774 0.23244
N 1.41195 2.10802 -1.17418
H -1.29680 1.29279 0.31624
H -0.23049 0.68795 1.38143
H 0.39295 3.06680 0.56022
H 1.81831 1.64020 0.70570
H 1.61422 1.00346 -1.32925
H 0.64215 2.33243 -1.79050
H 0.44268 -3.14726 1.13512
H 0.53263 -2.47401 -0.37945
O 0.38721 -3.45095 0.09916
H -2.48340 -2.47658 -0.21300
H -1.26802 -1.52972 0.22249
O -2.28120 -1.80845 0.41712
*
```

The calculation puts the HOMO energy at -3.541 eV. The relative energy (zero: lowest compared OMol25 entry of this formula, charge and spin) comes out at 268.2 kJ/mol.

Mulliken charges, unit e, in atom order: -0.48 -0.87 -0.69 -0.72 0.33 0.30 0.36 0.31 0.31 0.24 0.32 0.38 -0.72 0.27 0.33 -0.68